Entry from the Open Molecules 2025 dataset: a structure of composition C17H17ClCoN4O3S in a non-equilibrium geometry (the ωB97M-V functional and the def2-TZVPD basis).

Calculated values
- <S²>: 0.7954
- F_max: 3.61 eV Å⁻¹
- Charge: 0
- E_LUMO (alpha / beta): -0.0478 / -0.0447 Ha
- Gap between HOMO and LUMO (alpha / beta): 6.6 / 6.7 eV
- Multiplicity: 2

The geometry in XYZ format:
```
44
C17H17ClCoN4O3S, DFT the ωB97M-V functional and the def2-TZVPD basis
Co 0.07540 -0.19860 0.09500
C -1.40400 3.69700 0.09140
C -1.23100 2.21900 0.01000
N -0.02100 1.65310 -0.10930
N 1.06470 2.43500 -0.15090
C 2.17820 1.84180 0.12730
N 3.35170 2.51430 0.07880
S 2.16390 0.18050 0.69360
C -2.28320 1.28620 0.05070
C -3.65760 1.59720 0.00210
C -4.58000 0.58530 -0.02460
C -4.12350 -0.74510 -0.02670
C -2.77280 -0.99010 0.06260
N -1.85580 -0.02300 0.14230
H -0.42220 4.15990 0.10410
H -1.95460 3.97150 0.98890
H -1.95890 4.06200 -0.77220
H 3.33470 3.38970 -0.41710
H 4.18780 1.95880 0.00930
H -3.95670 2.63370 -0.02260
H -5.63910 0.79430 -0.06060
H -4.81730 -1.56850 -0.08480
H -2.38900 -1.99990 0.08100
C -2.62900 -5.33930 -2.21060
C -1.61500 -4.73060 -3.12470
C -1.86150 -4.53940 -4.47020
C -0.89770 -3.95790 -5.27990
Cl -1.23110 -3.70860 -6.95660
C 0.32760 -3.58310 -4.76480
C 0.59270 -3.78710 -3.42190
C -0.37390 -4.34260 -2.59510
O -0.21860 -4.55510 -1.25780
C 0.98800 -4.16330 -0.65800
C 1.24690 -2.63520 -0.73560
O 2.31870 -2.21840 -1.12170
O 0.25050 -1.92120 -0.36550
H -3.53570 -5.59780 -2.74920
H -2.87090 -4.64310 -1.40940
H -2.21620 -6.23070 -1.74130
H -2.80800 -4.84180 -4.89040
H 1.07350 -3.12950 -5.39730
H 1.55340 -3.49170 -3.03620
H 1.85090 -4.67740 -1.09850
H 0.88270 -4.44250 0.39410
```

These are the natural (NBO) partial charges, in e, on atoms 1 to 4: Co 1.023; C -0.682; C 0.203; N -0.224



Entry from the Open Molecules 2025 dataset: a structure of composition C17H17ClFeO12 in a non-equilibrium geometry (the ωB97M-V functional and the def2-TZVPD basis).

Calculated values
- <S²>: 6.0212
- F_max: 5.41 eV Å⁻¹
- Charge: -2
- E_LUMO (alpha / beta): 0.1543 / 0.1542 Ha
- Gap between HOMO and LUMO (alpha / beta): 6.3 / 5.7 eV
- Multiplicity: 5

The geometry in XYZ format:
```
48
C17H17ClFeO12, DFT the ωB97M-V functional and the def2-TZVPD basis
Fe -1.09229 0.14700 0.04104
O -4.40880 -2.12604 -0.19346
C -3.22216 -1.87987 -0.04303
O -2.71654 -0.72536 0.13905
C -2.23374 -3.07831 -0.02102
C -1.26613 -2.98156 1.17235
C -0.58036 -4.35839 1.34041
C 0.45113 -4.32413 0.19915
C 0.10418 -2.97072 -0.44573
O -0.21515 -2.16693 0.67911
C -1.22832 -3.12549 -1.19748
C -1.36109 -2.02196 -2.31714
O -1.70524 -2.43075 -3.42502
O -1.01796 -0.85627 -2.01431
H -2.85406 -3.97925 0.02214
H -1.69501 -2.54585 2.07344
H -0.10519 -4.44193 2.31731
H -1.30114 -5.16587 1.22281
H 1.47197 -4.32654 0.58026
H 0.33636 -5.14851 -0.50294
H 0.89697 -2.50151 -1.02211
H -1.28716 -4.08672 -1.71617
C 5.39274 1.73216 -0.57600
O 4.76078 2.96569 -0.73309
C 3.36026 2.96263 -0.66544
C 2.71885 4.16796 -0.90998
C 1.34215 4.24860 -0.87225
C 0.50736 3.12656 -0.59787
C -0.90027 3.17787 -0.56437
C -1.65064 4.49881 -0.68066
O -1.67111 2.15173 -0.43338
C 1.19952 1.87846 -0.35023
O 0.55593 0.76490 -0.08319
C 2.58910 1.82812 -0.37904
H 6.45716 1.91185 -0.74312
H 5.03083 0.99647 -1.30392
H 5.25297 1.32619 0.43442
H 3.31490 5.04253 -1.13610
H 0.89404 5.20319 -1.08923
H -0.99930 5.35680 -0.81730
H -2.24451 4.64099 0.22230
H -2.34322 4.43385 -1.51962
H 3.03831 0.86842 -0.17190
O -2.68906 -1.01691 3.26771
Cl -2.33069 0.36402 3.19894
O -3.36886 1.13924 2.64104
O -2.06729 0.82218 4.53510
O -1.12019 0.50264 2.43853
```

These are the natural (NBO) partial charges, in e, on atoms 1 to 4: Fe 1.548; O -0.692; C 0.827; O -0.849



Entry from the Open Molecules 2025 dataset: a cluster of 3 separate species, C17H17F17NO2S2 in total in a non-equilibrium geometry (the ωB97M-V functional and the def2-TZVPD basis).

Calculated values
- F_max: 1.58 eV Å⁻¹
- Charge: +1
- E_LUMO: -0.1734 Ha
- Gap between HOMO and LUMO: 8.7 eV

The geometry in XYZ format:
```
56
C17H17F17NO2S2, DFT the ωB97M-V functional and the def2-TZVPD basis
C 1.77466 1.72421 -2.19201
C 0.77922 2.72594 -2.88679
C -0.60174 2.14954 -2.68691
C -0.94117 1.04265 -3.47540
F -0.08363 0.58776 -4.36598
C -2.15203 0.45931 -3.30737
N -3.02518 0.95697 -2.41976
S -4.58028 0.20094 -2.18263
C -2.73501 2.01964 -1.66365
C -1.52336 2.65752 -1.75450
S -1.09017 4.03172 -0.71714
H 2.02456 0.95958 -2.93136
H 2.63991 2.23089 -1.76323
H 1.21858 1.23905 -1.37714
H 0.99246 2.83027 -3.95741
H 0.82717 3.72470 -2.44988
H -2.41082 -0.41633 -3.89982
H -4.21860 -0.82212 -1.36611
H -3.46452 2.39850 -0.95175
H -1.62995 5.15352 -1.25204
C -2.48008 2.65856 4.21111
C -3.53215 1.71217 4.82397
C -3.01568 0.53324 5.65312
F -2.26729 -0.31201 4.91638
F -4.06416 -0.17663 6.12558
F -4.35505 1.27478 3.84172
F -4.29257 2.47153 5.65646
O -2.14183 2.46230 2.83513
C -1.15699 1.56178 2.47942
C -1.70395 0.43129 1.60484
F -2.65763 -0.26747 2.24055
F -0.71210 -0.43358 1.28225
F -0.51007 1.10742 3.56039
F -0.24603 2.25199 1.74757
H -2.94073 3.64598 4.22516
H -1.59314 2.75149 4.83706
H -2.42656 0.88108 6.50606
H -2.13190 0.83648 0.68399
C 3.36207 -3.61325 -2.49900
C 4.21025 -2.36548 -2.17791
C 5.39096 -2.55480 -1.22181
F 4.99423 -2.95220 -0.00060
F 6.03333 -1.37261 -1.06434
F 3.39383 -1.38083 -1.73231
F 4.72658 -1.93405 -3.36241
O 2.13772 -3.78083 -1.78571
C 2.12887 -4.41660 -0.55148
C 1.64071 -3.48880 0.56469
F 2.43658 -2.40701 0.68194
F 1.65991 -4.13975 1.74643
F 3.32718 -4.95738 -0.28170
F 1.25863 -5.44455 -0.65477
H 3.04155 -3.48215 -3.53269
H 3.95799 -4.52574 -2.50129
H 6.10492 -3.28117 -1.61962
H 0.62250 -3.14743 0.36271
```

These are the natural (NBO) partial charges, in e, on atoms 1 to 4: C -0.593; C -0.460; C 0.097; C 0.367